1.
This record from the Open Molecules 2025 dataset describes the molecule C3H5NO2. The level of theory is ωB97M-V/def2-TZVPD.

The value obtained for the total energy is -322.50616 Ha. For the relative energy (zero: lowest compared OMol25 entry of this formula, charge and spin), the calculation gives 179.0 kJ/mol. For the maximum force, the calculation gives 0.55 eV/A. As for the HOMO-LUMO gap: 10.6 eV. The highest occupied orbital energy comes out at -9.812 eV. As for the SMILES: [H]/N=C/OCC=O.

The geometry in ORCA input format:
```
! RIJCOSX wB97M-V def2-TZVPD def2/J DEFGRID3
* xyz 0 1
H 1.27438 -2.20886 0.50023
N 0.84909 -1.31270 0.28249
C -0.30018 -1.43726 -0.22503
O -1.06356 -0.40341 -0.59331
C -0.68057 0.94633 -0.27775
C 0.67945 1.23590 0.37334
O 0.73605 1.79055 1.44431
H -0.83076 -2.37060 -0.44129
H -1.43383 1.35321 0.40114
H -0.73100 1.48850 -1.23072
H 1.57281 1.04747 -0.24038
*
```

***

2.
This record from the Open Molecules 2025 dataset describes the molecule C3H5NO2 at a distorted geometry. The level of theory is ωB97M-V/def2-TZVPD.

The value obtained for the total energy is -322.44163 Ha. For the relative energy (zero: lowest compared OMol25 entry of this formula, charge and spin), the calculation gives 348.4 kJ/mol. For the maximum force, the calculation gives 1.77 eV/A. As for the HOMO-LUMO gap: 10.2 eV. The highest occupied orbital energy comes out at -9.668 eV. As for the SMILES: OC[C@@H]1N=C1O.

The geometry in ORCA input format:
```
! RIJCOSX wB97M-V def2-TZVPD def2/J DEFGRID3
* xyz 0 1
O 1.76646 -0.38617 1.00647
C 0.82502 -0.64948 -0.01744
C -0.52878 -0.15352 0.42527
N -1.94120 -0.61293 -0.56146
C -1.42626 0.50870 -0.42152
O -1.63194 1.79308 -0.70855
H 2.61410 -0.76536 0.73674
H 1.12336 -0.16622 -0.96166
H 0.70865 -1.71964 -0.20033
H -0.63140 0.01189 1.50102
H -0.87783 2.07541 -1.23796
*
```